Density functional theory data (ωB97M-V/def2-TZVPD) for a cluster of 8 separate species, C59H129N7O8 in total.

Structure (XYZ):
```
203
Properties=species:S:1:pos:R:3:forces:R:3:lowdin_charge:R:1
C -3.293894 4.871502 -9.655393 -0.1 -0.2 -0.6 -0.174
O -2.011110 4.348943 -9.384295 0.1 -0.4 0.8 -0.123
H -3.178714 5.867287 -10.083450 -0.5 0.1 0.1 0.077
H -3.864869 4.224505 -10.321338 0.2 0.0 -0.6 0.069
H -3.936078 4.861337 -8.774721 0.6 0.4 0.4 0.078
H -1.435873 4.393378 -10.151585 -0.3 0.1 -0.1 0.074
C -0.852140 1.685211 -1.670284 -1.4 -1.6 1.0 -0.065
C 0.571627 1.362243 -2.113024 -0.7 0.8 1.2 -0.486
C 1.168716 0.316527 -1.240238 1.3 -0.1 2.3 -0.190
O 1.446440 0.995823 0.005625 -0.6 -0.2 0.0 -0.192
C 2.248785 0.340620 0.942789 0.5 0.0 0.5 -0.134
N 0.557314 0.885570 -3.433907 0.5 -0.1 -1.6 0.037
H -1.007520 2.085660 -0.668494 0.3 0.7 -0.3 0.080
H -1.365505 0.732945 -1.537105 0.4 -1.0 0.4 0.068
H -1.610258 1.957947 -2.404420 0.7 1.6 -0.4 0.077
H 1.160293 2.277565 -2.051746 0.3 -0.2 0.0 0.147
H 2.090862 -0.159700 -1.573323 0.3 0.5 -0.7 0.123
H 0.527987 -0.550089 -1.077263 -0.7 0.1 0.1 0.125
H 2.153280 0.806072 1.923772 -0.6 0.2 0.0 0.082
H 3.315278 0.474854 0.762050 0.3 -0.2 -0.6 0.081
H 2.040046 -0.720553 1.078569 -0.2 -0.2 -0.2 0.085
H -0.282623 0.332041 -3.524568 -0.1 0.0 -0.7 0.077
H 0.511067 1.741564 -3.967977 -0.4 -0.5 -0.9 0.083
C -0.777446 11.908144 -5.243422 0.6 0.2 2.4 -0.002
C 0.065173 11.616287 -3.919817 -2.1 -1.5 0.3 -0.520
C 1.492791 11.487632 -4.246685 2.4 1.2 1.0 -0.151
C 2.448102 11.286040 -3.002643 -1.6 -0.7 -0.9 -0.179
C 2.172698 12.413097 -2.072062 -0.4 0.9 1.0 -0.168
C 0.667778 12.707285 -1.611042 0.6 0.9 -1.7 -0.374
N -0.174726 12.708003 -2.903238 4.2 -0.8 -0.6 -0.144
O -1.489120 12.854181 -2.652635 -2.2 0.3 0.8 -0.021
C 0.191230 11.744143 -0.465832 -0.3 0.7 0.2 -0.023
C 0.654396 14.244971 -1.156032 0.7 -1.2 0.2 -0.040
C -0.350999 10.268536 -3.366188 -0.5 -1.1 1.1 -0.057
H -1.747513 12.142391 -4.805035 -0.2 0.2 -0.7 0.067
H -0.878077 11.028753 -5.879552 0.3 0.1 0.0 0.082
H -0.316576 12.776007 -5.715134 -0.3 -0.1 -0.3 0.078
H 1.717408 10.737060 -5.004502 -0.3 0.2 -0.2 0.127
H 1.679375 12.513408 -4.564625 0.9 0.0 -0.8 0.116
H 3.490738 11.366290 -3.310155 0.0 -0.3 -0.1 0.111
H 2.261052 10.332707 -2.508402 0.2 -0.3 -0.2 0.102
H 2.670233 13.212752 -2.620797 -0.8 1.0 0.3 0.112
H 2.767048 12.331908 -1.161973 -0.1 -0.1 0.2 0.112
H -0.357516 12.325523 0.275108 -0.3 0.2 -0.1 0.067
H -0.476953 10.931206 -0.750035 0.1 0.2 -0.3 0.064
H 0.967309 11.302895 0.159539 0.5 0.0 -0.5 0.078
H -0.212570 14.544434 -0.567150 -0.2 -0.1 -0.3 0.069
H 1.518605 14.447826 -0.523493 0.1 -0.3 0.4 0.070
H 0.852993 14.918524 -1.989692 -0.5 -0.2 -0.3 0.076
H -1.384136 10.194232 -3.026781 -0.3 0.1 -0.5 0.088
H 0.173602 9.997240 -2.450057 0.4 0.4 0.0 0.056
H -0.086390 9.429381 -4.009548 -0.4 0.1 -0.5 0.091
H -1.601450 13.788479 -2.842559 -0.6 0.1 0.0 0.113
C -1.831397 -6.263643 -7.859269 0.1 0.4 0.1 -0.043
C -3.108853 -6.877487 -8.481976 0.7 0.6 -0.2 -0.463
C -4.073427 -5.715270 -8.840223 0.5 -0.1 -1.3 -0.143
C -3.522394 -4.749877 -9.996634 -0.8 -2.5 -0.4 -0.109
C -3.100419 -5.626084 -11.310743 -0.2 -0.9 0.3 -0.093
C -2.307750 -7.008302 -11.059788 -1.0 1.0 0.4 -0.446
N -2.828324 -7.641636 -9.789600 -1.5 1.4 0.1 -0.110
O -2.137616 -8.834092 -9.519942 0.1 -0.1 0.2 -0.045
C -2.437723 -8.058535 -12.254513 -0.1 0.6 0.7 -0.013
C -0.858537 -6.592515 -10.991027 0.9 -0.7 0.2 -0.067
C -3.815833 -7.781284 -7.403090 1.1 0.4 -1.5 -0.029
H -1.451332 -5.446009 -8.471743 0.0 0.0 -0.1 0.057
H -0.967773 -6.899512 -7.664539 -0.3 -0.6 -0.3 0.083
H -2.069718 -5.828219 -6.888856 -0.2 0.1 0.1 0.078
H -5.021348 -6.169898 -9.128063 0.0 -0.2 -0.7 0.104
H -4.437349 -5.162242 -7.974297 0.8 0.3 0.3 0.111
H -2.727052 -4.111080 -9.612636 0.1 -0.2 -0.2 0.086
H -4.391407 -4.139183 -10.241525 0.3 0.3 -0.3 0.090
H -2.534202 -5.084177 -12.068260 0.8 0.5 0.7 0.098
H -3.878643 -5.880261 -12.030373 -1.3 0.0 1.0 0.087
H -1.550929 -7.980484 -12.883475 -0.2 0.1 -0.2 0.064
H -2.444557 -9.100867 -11.935759 -0.1 0.2 0.4 0.068
H -3.325008 -7.921897 -12.872696 -0.1 0.2 0.1 0.070
H -0.416357 -6.696402 -11.981870 0.1 0.3 0.1 0.072
H -0.692840 -5.566275 -10.663167 0.0 -0.2 0.3 0.077
H -0.358914 -7.320213 -10.351554 0.4 0.2 0.1 0.084
H -3.853531 -7.263582 -6.444629 -0.2 0.2 -0.2 0.080
H -3.183388 -8.656967 -7.257184 -0.3 -0.2 0.0 0.073
H -4.806382 -8.022663 -7.788648 0.0 -0.3 0.3 0.079
H -2.910667 -9.402221 -9.484999 0.4 -0.7 0.0 0.099
C -9.532817 -0.731186 -0.757212 -0.3 0.9 -0.4 -0.015
C -10.725930 0.325690 -1.109071 -0.9 -0.7 0.0 -0.410
C -12.064674 -0.367771 -1.573915 0.9 -0.6 0.2 -0.171
C -12.783157 -1.073879 -0.465253 0.0 1.1 1.3 -0.173
C -13.094000 -0.085245 0.732658 0.9 -2.3 0.2 -0.121
C -11.827416 0.630992 1.294840 -0.8 -1.0 -2.1 -0.479
N -11.147512 1.142276 0.052504 -1.1 0.6 0.3 -0.128
O -10.105734 1.954408 0.471698 1.3 0.7 0.2 -0.032
C -12.463205 1.700338 2.201754 1.7 0.8 -0.5 -0.038
C -10.923583 -0.356072 2.082128 -0.8 -0.1 -0.3 -0.025
C -10.383772 1.266508 -2.341728 0.1 -0.9 1.3 -0.033
H -9.799037 -1.760208 -0.515649 -0.7 0.0 -0.3 0.061
H -8.937978 -0.438415 0.107972 -0.2 0.6 0.0 0.063
H -8.795363 -0.802129 -1.556732 -0.2 0.1 -0.3 0.064
H -12.778238 0.321383 -2.025571 0.4 0.3 -0.2 0.115
H -11.785449 -1.157445 -2.271446 0.0 0.2 -0.6 0.117
H -12.100813 -1.847860 -0.113915 -0.2 -0.2 0.3 0.095
H -13.680106 -1.554675 -0.855683 -0.1 0.0 0.2 0.109
H -13.350140 -0.735992 1.568738 -0.6 -0.1 0.1 0.103
H -13.935998 0.595711 0.608470 0.3 0.0 -0.5 0.107
H -13.234144 2.301372 1.719552 -0.4 -0.6 0.0 0.081
H -12.763044 1.184284 3.113829 -0.3 0.3 -0.1 0.090
H -11.741783 2.483714 2.434087 0.4 -0.2 0.5 0.073
H -10.631262 -1.192374 1.447108 0.2 0.3 -0.1 0.054
H -10.043286 0.115804 2.518604 -0.1 0.0 0.0 0.088
H -11.526619 -0.859819 2.837567 0.0 0.3 0.5 0.079
H -9.541003 1.922299 -2.123151 0.0 0.0 -0.1 0.072
H -11.271712 1.825001 -2.637974 0.1 0.2 0.3 0.074
H -10.158195 0.617549 -3.187937 0.3 0.0 0.0 0.077
H -10.371306 2.827773 0.174546 0.1 0.2 0.0 0.104
C 10.149147 -1.386738 9.232925 0.3 -0.3 1.2 -0.028
C 9.484732 -2.774509 9.279908 -1.4 0.7 -1.0 -0.476
C 10.505758 -3.798595 8.876736 1.9 -1.1 -0.2 -0.166
C 11.605865 -4.047985 9.940978 -0.6 0.7 -0.7 -0.174
C 10.882143 -4.555109 11.158412 0.7 0.7 0.1 -0.158
C 9.744614 -3.604522 11.683416 0.8 -1.3 -0.5 -0.440
N 8.842286 -3.171080 10.591193 3.7 -2.9 -2.7 -0.160
O 7.766403 -2.510291 10.990414 -1.6 1.7 0.6 0.016
C 8.893321 -4.619007 12.497877 -0.9 1.2 0.4 -0.043
C 10.367990 -2.412044 12.512338 -0.7 -0.8 0.6 -0.019
C 8.504718 -2.770755 8.070434 -1.4 0.4 0.7 -0.048
H 9.494522 -0.515301 9.220107 -0.3 -0.2 -0.2 0.084
H 10.816215 -1.388520 8.370879 0.0 0.4 0.1 0.090
H 10.716427 -1.315690 10.160955 0.5 0.4 -0.2 0.055
H 10.060499 -4.741751 8.560001 -0.5 -0.3 0.7 0.122
H 10.928785 -3.528866 7.909062 0.3 0.7 0.1 0.113
H 12.141186 -3.126992 10.171847 -0.2 0.4 0.0 0.102
H 12.431962 -4.691447 9.638266 -0.4 -0.5 -0.3 0.110
H 11.645180 -4.646929 11.931359 -0.3 -0.1 0.5 0.117
H 10.532263 -5.567544 10.956762 -0.4 0.1 0.0 0.115
H 9.402591 -5.043091 13.363259 0.0 0.1 0.0 0.085
H 7.957448 -4.141285 12.787755 0.1 0.2 0.6 0.072
H 8.494297 -5.403132 11.854430 0.7 -0.1 -0.2 0.085
H 9.542926 -1.742546 12.755536 0.1 0.2 0.4 0.069
H 10.811168 -2.788197 13.434406 -0.6 -0.3 0.4 0.078
H 11.207292 -1.784986 12.211573 -0.2 -0.3 -1.3 0.070
H 7.933494 -3.689730 7.938929 0.3 -0.3 0.1 0.084
H 8.943129 -2.500300 7.109832 0.7 -0.2 0.2 0.084
H 7.741753 -2.000543 8.183359 -0.1 0.1 0.4 0.073
H 8.126176 -1.722057 11.403746 -0.5 0.9 0.3 0.089
C 9.053044 -6.131104 -3.879422 1.5 -0.2 0.1 -0.037
C 7.708653 -6.462932 -3.294321 -1.6 -0.4 0.1 -0.532
C 6.585375 -6.191375 -4.324934 0.5 0.5 -1.0 -0.124
C 6.493281 -7.157452 -5.504625 1.0 -0.4 0.5 -0.180
C 6.289312 -8.531265 -4.857806 -2.7 1.4 -2.2 -0.198
C 7.224398 -8.993948 -3.818868 2.1 0.9 -0.9 -0.481
N 7.589740 -7.850634 -2.887168 -3.2 -1.4 -1.1 -0.130
O 8.192629 -8.265077 -1.723415 0.6 -0.1 0.0 0.011
C 6.551762 -10.229605 -3.224184 0.3 0.3 1.0 -0.031
C 8.501514 -9.382575 -4.605188 0.4 -1.7 0.4 -0.031
C 7.498416 -5.557482 -2.077197 0.5 -0.4 0.9 -0.037
H 9.370047 -5.088378 -3.860747 -0.6 0.2 -0.1 0.086
H 9.237382 -6.519882 -4.880909 -0.2 -0.1 0.0 0.076
H 9.773084 -6.596875 -3.206606 0.3 -0.2 -0.1 0.085
H 5.567705 -6.261060 -3.940757 0.2 0.5 0.8 0.125
H 6.831964 -5.186051 -4.666434 -0.5 0.3 -0.1 0.118
H 7.316419 -7.201840 -6.217771 0.8 0.2 0.5 0.097
H 5.718717 -6.908723 -6.230073 -0.7 0.0 0.6 0.111
H 6.155147 -9.176449 -5.726042 0.6 -0.9 0.3 0.128
H 5.277277 -8.528732 -4.452986 -0.2 0.2 0.4 0.119
H 7.265771 -10.734645 -2.573628 -0.4 -0.2 0.3 0.083
H 5.628757 -9.948642 -2.717021 0.3 0.2 0.6 0.089
H 6.161195 -10.938422 -3.954347 0.7 0.2 -0.5 0.089
H 8.756351 -8.755780 -5.459755 -0.1 0.2 0.3 0.075
H 9.379740 -9.593725 -3.995086 0.3 0.8 0.4 0.075
H 8.402891 -10.406605 -4.965389 -0.5 -0.1 -0.6 0.080
H 8.320317 -5.715541 -1.378916 0.9 0.6 -0.5 0.076
H 6.763002 -5.817261 -1.315765 -1.1 -0.2 -0.9 0.087
H 7.398887 -4.525419 -2.413405 0.1 0.0 0.3 0.088
H 8.984351 -8.689134 -2.062472 0.8 -0.2 0.5 0.083
C -3.600739 6.068177 9.321790 -0.9 -2.1 0.1 -0.004
C -4.448656 4.715956 9.176065 0.4 -0.6 -1.9 -0.414
C -5.163803 4.568845 7.757333 1.2 -0.8 -1.4 -0.129
C -4.260161 4.067613 6.588376 0.2 0.0 -0.7 -0.195
C -3.685699 2.703908 7.017817 -0.2 1.4 -0.9 -0.158
C -2.732351 2.960262 8.177332 0.8 -1.4 1.6 -0.459
N -3.547604 3.473397 9.379970 -2.8 0.1 -5.3 -0.149
O -2.844361 3.498643 10.503679 1.2 0.3 2.7 -0.010
C -2.064715 1.623096 8.541087 0.3 -0.4 1.2 -0.067
C -1.476955 3.812129 7.764145 -1.9 0.6 -0.2 -0.025
C -5.647428 4.740497 10.121358 0.2 -0.2 0.4 -0.069
H -2.567750 5.808697 9.553505 0.0 0.1 -0.1 0.062
H -4.031810 6.506363 10.221944 0.2 0.9 -0.4 0.067
H -3.657042 6.621585 8.384411 -0.1 0.4 0.4 0.078
H -5.877826 3.756056 7.624519 -0.4 -0.3 1.5 0.104
H -5.800986 5.401764 7.460139 0.6 0.7 0.3 0.111
H -3.508238 4.743253 6.180652 0.4 0.2 0.7 0.097
H -4.812350 3.900239 5.663626 -0.8 0.0 0.2 0.103
H -3.220665 2.131177 6.215425 0.9 0.6 -0.3 0.114
H -4.548849 2.043995 7.104829 -0.1 0.0 1.5 0.119
H -1.612307 1.102124 7.697271 -0.5 0.1 -0.4 0.084
H -1.194361 1.785889 9.176753 -0.1 0.2 0.3 0.069
H -2.691217 0.931436 9.104297 -0.3 -0.1 -0.2 0.082
H -0.619858 3.806163 8.437524 -0.4 -0.3 0.2 0.083
H -1.182300 3.423387 6.789384 0.2 0.4 -0.1 0.089
H -1.874836 4.825803 7.716579 0.7 0.2 -0.6 0.055
H -6.370866 5.493632 9.809048 0.4 0.6 0.1 0.084
H -5.299169 4.930885 11.136521 -0.4 0.0 0.2 0.078
H -6.286026 3.859104 10.062544 0.6 -0.5 0.2 0.082
H -3.391715 2.890345 11.005644 0.6 -0.1 0.9 0.117
```
Forces are in eV/Å.

Results
Molecular weight (g mol⁻¹): 1064.7
SMILES string: CC1(C)CCCC(C)(C)N1O.CC1(C)CCCC(C)(C)N1O.CC1(C)CCCC(C)(C)N1O.CC1(C)CCCC(C)(C)N1O.CC1(C)CCCC(C)(C)N1O.CC1(C)CCCC(C)(C)N1O.COC[C@H](C)N.CO
Energy relative to the best compared isomer or geometry (same formula, charge and spin) (kJ/mol): 434.3
Gap between HOMO and LUMO (eV): 8.6
E_LUMO (eV): 0.760
2S+1: 1

Density functional theory data (ωB97M-V/def2-TZVPD) for a cluster of 2 separate species, C5H5N in total.

Structure (XYZ):
```
11
Properties=species:S:1:pos:R:3:forces:R:3:nbo_charge:R:1
C 0.870352 -0.374183 -1.232389 -0.1 -0.4 -2.1 -0.245
C -0.030983 -0.097542 -0.339454 -2.8 1.5 2.3 0.021
C 1.350950 -0.195411 0.136472 -0.4 -0.1 -0.5 -0.011
C 2.431320 -0.194148 0.913675 0.0 1.3 1.2 -0.573
C -2.153821 0.506207 0.112384 1.2 -5.8 -1.8 0.239
N -3.001866 -0.411510 -0.051769 3.8 0.9 -0.3 -0.608
H 1.011973 -0.553710 -2.335451 0.1 0.2 1.6 0.238
H 2.423587 0.198622 1.989300 -0.2 -0.9 -1.7 0.212
H 3.401612 -0.251229 0.414846 -0.2 -0.3 0.3 0.208
H -2.379217 1.457213 0.401187 0.4 3.0 0.7 0.161
H -3.923905 -0.084313 -0.008796 -1.9 0.6 0.5 0.359
```
Forces are in eV/Å.

Results
Molecular weight (g mol⁻¹): 79.1
Energy relative to the best compared isomer or geometry (same formula, charge and spin) (kJ/mol): 691.1
Gap between HOMO and LUMO (eV): 8.2
E_LUMO (eV): 0.056
2S+1: 1

Density functional theory data (ωB97M-V/def2-TZVPD) for an isolated molecule of C5H8O2.

Structure (XYZ):
```
15
Properties=species:S:1:pos:R:3:forces:R:3:nbo_charge:R:1
C -2.042219 -0.038414 -0.936334 0.0 0.1 0.0 -0.649
C -0.864323 0.195141 -0.036718 0.2 -0.4 0.0 -0.290
O 0.949839 1.071819 2.452552 0.5 -0.1 -0.2 -0.528
C 1.581263 0.725620 1.482787 -0.3 0.1 0.1 0.449
C 1.358305 -0.589012 0.779503 0.0 0.0 0.1 -0.564
C 0.361185 -0.263501 -0.315869 -0.1 0.3 0.4 0.317
O 0.831211 -0.511362 -1.583161 -0.2 0.1 0.0 -0.690
H -1.769447 -0.826473 -1.645534 -0.3 0.1 -0.1 0.214
H -2.854574 -0.404890 -0.294975 0.1 0.0 -0.3 0.225
H -2.433375 0.823121 -1.485708 0.1 0.0 0.1 0.213
H -1.054503 0.541346 0.978655 0.1 -0.3 -0.2 0.225
H 2.290374 1.411441 0.964448 -0.1 -0.1 0.2 0.112
H 2.282843 -0.973321 0.338856 -0.1 0.1 0.0 0.239
H 0.919994 -1.325902 1.464508 0.2 0.2 -0.1 0.239
H 0.440394 0.164388 -2.154801 0.0 -0.4 -0.1 0.487
```
Forces are in eV/Å.

Results
Molecular weight (g mol⁻¹): 100.1
SMILES string: C/C=C(\O)CC=O
Energy relative to the best compared isomer or geometry (same formula, charge and spin) (kJ/mol): 139.7
Gap between HOMO and LUMO (eV): 9.5
E_LUMO (eV): 0.723
2S+1: 1